C33H34N3O2 | the ωB97M-V functional and the def2-TZVPD basis

Geometry as XYZ:
```
72
Properties=species:S:1:pos:R:3:forces:R:3
C 3.9013 -3.5708 2.4908 -0.2 0.0 0.9
C 3.2006 -2.2973 2.2036 0.1 0.5 -2.1
C 3.1271 -1.6746 0.9743 0.5 -1.3 0.9
C 2.3941 -0.5063 1.1466 -0.8 0.9 1.1
C 2.0456 -0.4522 2.4766 0.7 0.6 -1.7
C 1.1688 0.5887 3.0990 -0.2 0.0 0.1
N 1.2822 1.9157 2.4532 -0.5 0.0 -0.1
C 2.2606 2.9169 2.8402 0.0 -0.5 -0.1
C 0.1580 2.2583 1.7215 0.0 -0.6 0.6
O -0.0933 3.3173 1.1878 0.4 -0.4 0.3
C -0.7278 1.0224 1.7537 -0.3 -0.9 -0.1
C -2.2215 1.3122 1.8377 0.0 0.4 0.0
C -3.0380 0.0563 1.9690 0.1 0.1 0.1
C -3.8598 -0.1479 3.0689 0.2 0.1 -0.1
C -4.5848 -1.3153 3.1988 -0.1 0.0 0.2
C -4.4931 -2.3025 2.2407 -0.2 -0.3 0.1
C -3.6775 -2.1126 1.1458 0.1 -0.2 -0.2
C -2.9601 -0.9416 1.0073 0.1 0.1 0.0
N -0.2482 0.2208 2.9116 -0.2 0.9 -0.1
O 2.5286 -1.5519 3.1354 0.1 0.1 -0.1
H 4.3808 -3.9738 1.5970 -0.2 0.3 0.0
H 4.6660 -3.4226 3.2529 0.1 -0.1 0.0
H 3.2092 -4.3202 2.8743 0.0 -0.1 0.0
H 3.5563 -2.0342 0.0555 0.1 -0.1 0.0
H 2.1267 0.2162 0.3927 0.0 0.1 0.1
H 1.3921 0.6796 4.1689 0.1 0.1 0.0
H 2.1210 3.8169 2.2416 -0.1 -0.2 0.0
H 2.1336 3.1703 3.8920 0.0 0.1 0.2
H 3.2694 2.5374 2.6861 0.1 0.0 0.0
H -0.5306 0.4532 0.8347 0.0 0.2 -0.2
H -2.3968 1.9627 2.6993 0.0 0.0 0.0
H -2.5387 1.8713 0.9507 0.2 0.0 0.1
H -3.9221 0.6111 3.8311 0.0 0.2 0.2
H -5.2149 -1.4616 4.0598 -0.2 0.0 0.2
H -5.0538 -3.2181 2.3480 -0.1 -0.1 0.0
H -3.5866 -2.8881 0.4039 0.0 -0.1 -0.2
H -2.3258 -0.8016 0.1477 0.1 0.0 -0.2
H -0.3371 -0.7819 2.7339 0.0 0.5 0.0
C 5.0053 1.9688 7.9189 0.1 0.2 -0.2
N 3.6855 1.3457 7.8263 -1.1 0.6 -0.9
C 2.6328 1.8138 7.0977 1.3 -0.5 1.1
C 1.5206 0.9756 7.2747 -1.8 -0.2 -0.4
C 0.2332 1.2186 6.7482 1.1 -0.3 0.8
C -0.8995 0.3378 6.8240 -0.3 -0.4 -0.1
C -0.7865 -1.0566 6.6377 0.1 0.4 0.1
C -1.8498 -1.8892 6.8889 0.2 0.1 -0.1
C -3.0793 -1.3858 7.3010 0.0 0.2 0.0
C -4.2027 -2.3160 7.6017 -0.4 0.0 0.1
C -3.2254 -0.0054 7.4150 0.0 -0.1 0.1
C -2.1742 0.8430 7.1599 0.6 0.2 -0.2
C 1.9383 -0.0546 8.2085 0.3 -0.5 0.2
C 1.2614 -1.1020 8.8423 0.2 0.4 -0.1
C 1.9554 -1.9290 9.6937 0.1 0.0 0.1
C 3.3066 -1.7107 9.9687 -0.1 0.0 -0.1
C 3.9755 -0.6471 9.4099 0.4 0.8 -0.4
C 3.2902 0.1855 8.5196 -0.9 -0.5 0.1
H 5.6563 1.4020 8.5841 -0.3 0.0 -0.1
H 5.4697 2.0123 6.9338 0.0 -0.1 0.0
H 4.9174 2.9840 8.3067 -0.1 -0.1 0.0
H 2.6613 2.7018 6.4942 0.4 0.2 -0.1
H 0.0572 2.2113 6.3690 -0.1 0.3 -0.3
H 0.1537 -1.4618 6.3026 0.2 -0.1 0.0
H -1.7227 -2.9546 6.8143 0.0 -0.3 -0.2
H -5.1044 -1.7763 7.8932 0.1 0.0 0.0
H -4.4458 -2.9289 6.7327 0.1 0.0 0.0
H -3.9372 -2.9866 8.4191 0.0 -0.1 0.0
H -4.1681 0.3976 7.7434 -0.2 0.1 0.0
H -2.2936 1.9073 7.2793 -0.1 0.2 0.0
H 0.2055 -1.2328 8.6928 0.0 -0.2 0.0
H 1.4484 -2.7599 10.1529 -0.1 -0.1 0.2
H 3.8317 -2.3782 10.6326 0.1 0.0 0.1
H 5.0059 -0.4469 9.6516 0.2 -0.1 0.1
```
Forces are in eV/Å.

net charge = +1
LUMO level = -0.18292 hartree
ΔE to the lowest compared entry with this formula, charge and spin = 15.6 kJ/mol